Entry 1:
C20H38ClN4O6S | wB97M-V/def2-TZVPD

Structure (XYZ):
```
70
Properties=species:S:1:pos:R:3:forces:R:3:mulliken_charge:R:1
H 6.755 3.839 -2.807 0.0 0.1 0.0 0.329
H 5.385 2.136 -0.208 0.0 0.0 0.0 0.382
C 5.808 3.387 -3.115 0.1 0.0 0.0 -0.688
H -1.739 -7.564 1.510 0.1 0.0 0.0 0.309
C 1.335 0.178 1.654 -0.2 1.5 -0.7 0.482
C -2.181 -6.373 3.959 -0.2 0.2 -0.1 -0.494
N -1.577 2.192 2.672 0.3 0.3 0.1 -0.437
H -1.841 4.306 2.421 -0.1 0.1 -0.1 0.298
H 3.144 2.359 -3.438 0.0 0.0 0.0 0.353
H -2.758 -4.401 -0.705 0.0 -0.2 0.0 0.292
O 2.834 3.625 -1.811 -0.1 -0.1 0.0 -0.409
C -1.295 3.003 -0.498 0.3 -1.1 -0.8 1.078
C 3.460 2.724 -0.907 0.0 0.3 0.0 0.191
S -2.395 -1.080 -1.893 -0.1 0.0 0.0 -0.205
C -0.963 -0.143 -2.513 0.1 -0.1 0.1 -0.963
H -2.016 4.242 -4.234 -0.1 0.2 0.0 0.310
C -2.697 -3.356 -0.417 0.0 -0.1 -0.2 -1.100
O -2.069 -5.857 2.638 0.1 0.0 0.0 -0.284
H -3.414 1.479 -2.330 0.0 -0.2 0.0 0.390
C -1.296 -5.625 4.931 0.1 -0.2 0.1 -0.538
N 1.005 -0.798 2.127 -0.2 -1.7 0.8 -0.349
C -0.245 2.725 0.409 0.6 1.3 1.2 0.101
N 0.473 1.639 0.239 -1.1 -0.6 -1.4 1.596
H 0.810 -3.886 4.620 0.0 0.1 -0.1 0.316
H -1.019 -6.055 0.908 0.0 0.0 0.0 0.178
H 5.933 2.951 -4.104 0.0 -0.1 0.0 0.243
C -2.663 2.255 -2.490 -0.1 0.3 -0.3 -1.837
H -3.698 -2.949 -0.533 -0.1 0.1 0.1 0.392
H 0.034 -4.422 3.105 0.0 0.0 0.0 0.217
C 0.657 -4.736 3.946 0.1 0.0 0.1 -0.677
H -1.882 1.999 3.616 -0.1 -0.2 0.0 0.275
H -0.083 -0.769 -2.617 0.0 -0.2 0.1 0.591
H -1.190 0.260 -3.491 -0.1 0.1 -0.1 0.554
H -3.633 3.518 -4.534 -0.1 0.1 0.2 0.343
H 3.142 3.012 0.101 0.1 0.0 0.0 0.092
H 5.037 4.159 -3.163 0.0 0.0 0.0 0.296
O -2.165 2.230 -3.805 0.0 -0.3 0.0 -0.318
H -3.224 -6.252 4.267 0.0 0.0 0.0 0.342
H -2.416 -3.325 0.629 0.0 0.2 0.1 0.261
C 2.380 3.005 -3.002 0.1 0.1 0.0 -0.407
H -2.372 2.056 2.061 -0.1 0.0 0.1 0.156
H 1.624 -5.058 3.565 0.0 0.0 0.1 0.317
H -1.946 -7.441 3.976 0.0 0.0 0.0 0.368
H 0.218 4.648 1.191 -0.1 0.1 -0.2 0.578
C -0.706 0.940 -1.515 -0.2 -0.5 -0.9 -0.008
H -1.490 -3.252 -2.196 0.2 0.0 -0.2 0.333
C -2.558 3.362 -4.577 0.0 -0.1 0.0 -0.805
C -1.065 3.572 2.610 -0.3 -0.5 -0.1 -0.713
H 0.976 3.344 2.057 0.2 -0.2 -0.2 0.390
C -1.684 -2.647 -1.319 -0.1 -0.2 0.1 -0.262
H -0.288 -6.884 2.295 0.0 0.0 0.0 0.369
H -2.314 3.159 -5.612 0.2 -0.1 -0.1 0.268
H 3.121 1.699 -1.094 0.1 0.0 0.0 0.280
O 1.524 1.352 1.090 0.3 0.1 0.2 -0.417
C -1.552 2.088 -1.497 0.4 0.3 0.8 1.110
H 1.474 2.414 -2.810 0.0 0.0 -0.1 -0.013
C 0.064 3.637 1.556 -0.1 0.1 0.4 -1.566
Cl -2.193 4.433 -0.347 0.0 0.3 0.2 -0.186
C 4.969 2.795 -0.977 0.1 -0.3 -0.1 -0.866
C -1.232 -6.639 1.804 -0.1 0.0 0.0 -0.746
H 2.139 3.793 -3.714 0.0 0.0 0.0 0.291
H -1.477 -6.009 5.940 0.0 0.0 0.0 0.396
O 5.449 2.338 -2.226 -0.2 0.1 -0.1 -0.388
N 0.292 0.726 -0.701 0.3 0.4 0.6 -1.185
H -0.755 -2.496 -0.780 0.2 0.2 0.0 0.317
H -3.151 3.202 -2.300 -0.1 0.1 0.1 0.641
H -0.647 3.804 3.581 0.2 0.1 0.1 0.508
O 0.081 -5.819 4.649 -0.1 0.1 -0.2 -0.385
H -1.545 -4.559 4.924 0.0 0.0 0.0 0.315
H 5.313 3.813 -0.773 0.0 0.0 0.0 0.396
```
Forces are in eV/Å.

Highest occupied orbital energy (eV): -10.730
Frontier orbital gap (eV): 5.96
Maximum force (eV/A): 1.927
Total energy (eV): -62945.974
E_LUMO (eV): -4.8
Charge: +1

***

Entry 2:
C20H38ClNO11P3 | wB97M-V/def2-TZVPD

Structure (XYZ):
```
74
Properties=species:S:1:pos:R:3:forces:R:3:mulliken_charge:R:1
C 0.259 3.458 -4.527 -0.6 -0.4 -0.1 -0.181
P 2.478 4.875 -4.821 9.1 -3.6 2.2 1.021
C -1.726 -4.525 0.834 0.3 0.4 -0.2 -0.271
H 3.502 4.736 -7.386 0.2 0.0 0.2 0.333
H 5.356 -0.439 3.644 -2.8 0.5 0.9 0.257
H -2.898 -9.780 3.442 0.0 0.1 0.0 0.358
H -2.060 -8.403 2.695 -0.3 0.0 0.0 0.288
O 3.314 4.884 -3.392 -0.6 0.4 -0.2 -0.373
H -6.587 -5.957 1.585 0.0 0.0 -0.1 0.324
O -3.958 -6.604 3.170 -1.4 0.2 -0.7 -0.340
H -0.679 -4.355 1.104 -0.1 -0.1 0.1 0.298
H 0.673 2.454 -6.399 -0.1 0.1 0.1 0.252
H 0.444 4.194 -6.556 0.0 0.1 0.0 0.330
H 1.742 3.679 1.421 -0.6 -0.8 2.0 0.152
H 1.486 6.255 -0.922 0.0 -0.1 -0.1 0.459
H -6.829 -5.446 3.254 0.0 0.1 -0.2 0.249
O -3.277 -7.095 0.939 -3.5 2.1 -2.1 -0.713
C 1.004 0.391 4.805 4.5 -1.2 -0.9 -0.370
O -4.450 -4.476 2.524 -1.6 -0.7 -3.3 -0.219
O 3.385 3.706 -5.582 -1.4 0.2 -0.6 -0.327
C -2.786 -8.692 3.460 0.3 -0.1 0.1 -1.081
O 1.625 3.529 -4.148 -2.1 2.8 -1.3 -0.190
C 1.401 3.363 2.502 -0.2 2.3 1.4 -0.037
H -7.768 -4.688 1.942 0.1 -0.1 0.0 0.413
C 0.090 3.303 -6.026 0.0 -0.2 -0.1 -1.164
C 1.660 5.574 -1.762 -0.1 0.0 0.1 -0.927
H 4.160 -1.556 6.002 -1.4 1.4 -1.5 0.257
H 6.046 3.557 -6.120 -0.1 0.1 -0.1 0.275
H 0.830 5.690 -2.466 -0.1 0.1 0.0 0.174
H 1.458 -1.121 6.692 1.3 1.2 -2.3 0.265
H -0.114 0.609 5.079 2.5 -0.4 -0.8 0.340
C 3.276 0.771 3.043 -1.0 -1.9 3.2 -0.014
C -2.388 -3.195 0.529 -0.1 0.1 -0.1 -0.986
H -1.812 -2.634 -0.214 -0.1 -0.1 0.1 0.403
H -2.487 -2.590 1.435 0.1 -0.1 -0.2 0.238
C 5.484 4.392 -6.552 0.3 0.0 0.1 -1.083
H -5.982 -3.140 2.632 0.2 -0.1 0.0 0.377
Cl -0.267 -0.701 1.331 -0.2 1.0 0.1 -0.251
O -2.345 -5.169 1.933 -0.4 0.1 -0.6 -0.396
C 4.228 -0.225 3.958 -4.7 1.1 1.2 -0.484
N 0.824 1.967 2.600 1.6 -1.6 -0.2 -0.055
H -5.623 -3.734 1.006 -0.1 0.2 0.0 0.264
H -3.395 -3.348 0.128 -0.1 0.0 -0.1 0.247
H -0.260 4.354 -4.171 -0.2 -0.1 0.1 0.286
C -6.789 -5.087 2.219 -0.1 -0.1 0.2 -1.102
C -5.714 -4.030 2.055 -0.7 0.4 0.2 -0.252
H -1.739 -5.178 -0.045 0.1 0.0 0.0 0.258
H -4.764 -8.207 4.133 0.0 0.2 0.0 0.355
H -0.179 2.594 -4.016 0.1 0.1 0.0 0.291
O -0.755 4.745 2.101 4.8 -2.0 2.9 -0.650
H 2.961 6.865 -2.912 0.1 0.0 0.0 0.270
H 4.033 3.061 -7.402 -0.1 0.0 0.2 0.357
H 2.259 3.499 3.319 -1.8 -0.5 -2.0 0.317
H -4.660 -8.401 2.390 0.2 0.0 0.1 0.332
C 2.983 5.878 -2.438 -0.1 0.2 0.6 -0.346
C 1.928 -0.607 5.735 1.6 2.1 -3.7 -0.370
C -4.128 -8.010 3.263 0.2 -0.4 0.1 -0.340
P 0.856 1.122 1.000 1.3 0.5 -1.0 0.290
H -0.963 3.153 -6.282 0.1 0.1 0.0 0.425
C 0.210 4.433 2.971 -4.7 3.9 2.3 0.205
P -3.831 -5.858 1.688 7.0 -2.1 6.9 1.030
H 3.736 1.265 2.064 -1.3 -1.1 2.4 0.249
H 5.972 4.694 -7.484 0.0 0.0 0.1 0.355
O 3.241 6.080 -5.424 -4.6 0.3 -0.3 -0.722
C 1.706 1.060 3.483 1.3 -1.9 1.6 0.019
C 3.519 -0.871 5.303 -1.9 1.9 -2.0 -0.309
H 5.556 5.217 -5.837 -0.2 0.0 -0.2 0.289
H 3.780 5.887 -1.688 0.0 -0.1 -0.2 0.335
C 4.045 3.981 -6.807 0.4 0.1 -0.2 -0.344
O 0.105 2.078 -0.247 0.0 -1.6 0.8 -0.400
H 1.634 4.543 -1.396 0.0 0.2 0.0 0.211
O 0.119 5.031 4.322 1.8 -3.7 -6.4 -0.742
H -2.352 -8.403 4.424 -0.1 -0.1 -0.1 0.276
H 0.194 1.598 -1.134 0.1 0.7 2.1 0.316
```
Forces are in eV/Å.

Highest occupied orbital energy (eV): -4.080
Frontier orbital gap (eV): 3.62
Maximum force (eV/A): 10.028
Total energy (eV): -85746.973
E_LUMO (eV): -0.5
Charge: -1

***

Entry 3:
C20H38NO2PdSi | wB97M-V/def2-TZVPD

Structure (XYZ):
```
63
Properties=species:S:1:pos:R:3:forces:R:3:mulliken_charge:R:1
C 3.597 1.363 -1.504 0.1 0.4 -0.1 -1.249
H 1.421 0.122 2.974 -0.1 0.1 0.1 0.317
H 0.435 -3.493 -0.409 0.1 0.0 -0.1 0.247
H -3.059 2.775 0.780 0.0 0.0 0.1 0.203
H -3.275 -2.930 -0.833 0.0 0.0 0.0 0.309
H -2.535 -4.395 1.716 0.0 0.1 0.0 0.456
C 0.196 1.629 1.973 0.0 0.0 -0.1 2.187
C 3.792 -0.627 0.678 0.1 -0.1 0.3 -1.370
H -3.680 3.251 -0.811 0.0 -0.1 0.1 0.477
C -0.757 2.729 2.463 -0.1 0.0 0.0 -1.832
H -3.940 1.603 -0.201 0.0 0.1 0.0 0.327
H -2.606 2.402 -2.919 0.0 0.0 0.0 0.461
H -1.488 1.028 -2.847 0.1 0.0 0.0 0.254
H 3.263 1.601 -2.522 0.1 0.0 0.1 0.270
H 4.816 -1.411 -2.072 -0.1 0.0 -0.1 0.339
H -0.265 3.319 3.244 0.0 0.0 0.0 0.475
C -1.502 -2.980 0.431 0.1 0.0 -0.1 2.016
C -2.301 -3.325 1.692 -0.1 -0.1 0.1 -1.806
H 1.185 1.621 3.883 0.0 0.0 0.0 0.486
H -3.240 -2.764 1.717 0.0 0.0 0.0 0.356
H -2.445 -4.493 -0.790 0.0 0.0 0.0 0.446
H -3.172 0.840 -2.333 0.1 0.1 0.0 0.352
H 1.928 2.941 2.049 0.0 0.0 0.0 0.492
C -0.515 0.626 1.052 -0.1 0.1 0.0 0.255
C -1.349 0.768 -0.138 0.0 0.1 -0.1 -0.110
H -1.666 2.287 2.886 0.1 0.0 0.0 0.279
H 3.515 -1.610 1.084 0.1 0.1 0.0 0.256
H -0.133 0.439 3.779 0.1 0.0 0.0 0.415
O 0.426 -2.201 -2.668 0.1 -0.6 0.1 -0.303
C -3.226 2.431 -0.240 -0.1 0.0 0.0 -1.763
H 3.568 0.124 1.447 0.1 -0.2 -0.1 0.388
H -0.356 -4.828 0.446 0.0 0.0 0.0 0.451
C -0.981 3.157 -1.088 0.1 -0.1 0.0 -1.690
H -1.750 -3.150 -1.718 0.0 0.0 0.1 0.304
H -1.052 3.415 1.671 0.0 -0.1 0.0 0.251
C -0.475 -0.754 1.336 0.1 -0.1 0.0 0.267
Si 2.891 -0.299 -0.961 0.0 -0.1 0.1 0.954
H 3.448 -2.550 -1.918 0.1 0.2 -0.1 0.254
Pd 0.537 -0.520 -0.959 -0.5 0.0 0.0 0.645
H 2.174 1.454 1.110 -0.2 0.2 0.0 -0.573
C 1.458 2.244 1.343 -0.1 -0.1 0.1 -1.174
C -1.928 1.965 -0.917 0.0 -0.1 0.1 2.050
C -0.171 -3.749 0.457 -0.1 0.1 0.1 -1.665
H 4.878 -0.620 0.500 -0.1 0.0 0.1 0.388
H -1.447 3.891 -1.752 0.0 0.0 0.0 0.541
C 0.692 0.899 3.226 0.0 -0.1 0.2 -2.305
C 3.724 -1.511 -2.145 0.0 -0.3 -0.2 -1.318
H 3.419 -1.311 -3.181 0.1 -0.1 0.2 0.281
H -2.486 -0.771 -1.281 0.1 0.0 0.0 0.309
H -0.041 2.834 -1.542 0.0 0.0 0.0 0.155
N 0.473 -1.446 -3.654 -0.1 0.1 0.1 0.106
H 0.050 -1.206 2.163 0.0 0.0 -0.1 0.563
H 4.696 1.298 -1.502 -0.1 0.1 0.0 0.351
C -2.315 1.520 -2.339 -0.1 0.0 -0.1 -1.948
C -2.292 -3.410 -0.805 0.0 0.0 -0.1 -1.956
H 1.260 2.775 0.420 -0.1 0.1 -0.2 0.095
C -1.263 -1.484 0.403 0.2 0.0 0.1 -0.474
O 0.472 -0.241 -3.350 0.1 0.5 -0.2 -0.372
H -0.759 3.665 -0.154 0.1 0.0 0.0 0.244
H 0.405 -3.511 1.356 0.0 0.0 0.0 0.268
C -1.812 -0.542 -0.473 -0.1 0.1 0.1 -0.239
H 3.297 2.191 -0.847 0.1 -0.2 -0.1 0.313
H -1.735 -3.076 2.594 0.0 0.0 0.0 0.297
```
Forces are in eV/Å.

Highest occupied orbital energy (alpha / beta) (eV): -2.756 / -4.467
Expectation value of S²: 2.01
2S+1: 3
Frontier orbital gap (alpha / beta) (eV): 5.64 / 7.32
Maximum force (eV/A): 0.594
Total energy (eV): -38298.796
E_LUMO (alpha / beta) (eV): 2.9 / 2.8
Charge: -1